# 1
Here is a cluster of 4 separate species, C18H42N2O4 in total in a non-equilibrium geometry from the OMol25 dataset. Energies are from wB97M-V/def2-TZVPD.

Lowest unoccupied orbital energy = 0.5 eV
Total charge = 0
HOMO-LUMO gap = 8.60 eV

The geometry in XYZ format:
```
66
Properties=species:S:1:pos:R:3:forces:R:3
C -24.37706 -33.02964 25.91204 0.010 0.254 -0.131
C -22.96447 -33.39931 26.35983 0.311 0.050 0.278
C -22.66495 -32.88275 27.78667 -0.614 0.516 0.338
C -22.83126 -34.90894 26.29360 0.161 -1.294 -0.244
C -21.39135 -35.36908 26.48815 0.216 -0.082 -0.004
C -20.50419 -34.82730 25.37777 0.338 0.862 0.609
C -20.65479 -33.27418 25.21811 0.195 -0.493 -0.090
C -19.65875 -32.62454 26.19254 0.348 0.081 0.318
C -20.30425 -32.96418 23.77151 0.030 0.699 -0.897
N -22.03820 -32.80246 25.38299 -0.616 -1.404 -0.733
O -22.07068 -31.40830 25.47704 0.181 0.542 0.327
H -24.55001 -33.29405 24.86600 0.258 -0.097 -0.036
H -25.13934 -33.56221 26.48285 0.049 0.245 0.293
H -24.48896 -31.94707 25.98838 -0.324 -0.079 0.198
H -21.68443 -32.42311 27.88372 0.142 -0.244 -0.132
H -23.36056 -32.07962 28.05034 -0.010 -0.057 -0.057
H -22.77899 -33.64151 28.56262 0.049 -0.138 -0.133
H -23.47457 -35.43819 27.00354 -0.014 0.574 0.422
H -23.23290 -35.30610 25.35236 0.329 0.346 -0.299
H -21.02572 -35.01051 27.45546 -0.021 0.232 -0.030
H -21.27440 -36.45252 26.57573 -0.310 -0.035 -0.249
H -20.56789 -35.36204 24.43051 -0.606 0.058 -0.047
H -19.45466 -34.92833 25.66896 0.002 -0.255 -0.032
H -19.90942 -31.59652 26.45088 -0.001 0.047 -0.295
H -18.65239 -32.65738 25.76680 -0.072 0.161 -0.132
H -19.56114 -33.16110 27.14100 -0.311 -0.134 -0.055
H -19.35241 -33.37773 23.42716 0.068 0.002 0.327
H -20.29622 -31.89005 23.55468 0.216 0.016 0.310
H -21.07558 -33.34439 23.09752 -0.055 -0.306 0.214
H -22.57955 -31.11410 24.71032 0.163 -0.218 -0.183
C -23.69598 -29.66676 20.50205 -0.217 -0.584 -0.062
C -23.95021 -28.85629 21.78190 1.127 0.328 0.269
C -22.58230 -28.41794 22.38205 -0.388 -0.672 -0.904
C -24.67052 -27.53427 21.47397 -0.914 -0.384 -0.326
C -26.17521 -27.69251 21.30794 -0.403 0.308 -0.135
C -26.80697 -28.37926 22.51160 0.544 -0.097 -0.347
C -26.14135 -29.72507 22.81995 -0.691 -0.856 0.166
C -26.55164 -30.18732 24.21227 0.556 0.448 0.811
C -26.58896 -30.78708 21.80960 0.409 -0.346 -1.237
N -24.67331 -29.56912 22.84652 -0.079 1.605 0.237
O -23.96563 -30.70590 23.29179 -0.682 -0.237 -0.865
H -23.28560 -29.07766 19.68146 -0.089 0.280 0.161
H -22.96822 -30.47108 20.64726 -0.063 0.001 0.256
H -24.61637 -30.13412 20.15002 0.091 0.086 -0.146
H -22.03565 -27.91674 21.58053 -0.001 0.380 0.217
H -22.79264 -27.76859 23.22326 0.379 0.122 0.129
H -21.95556 -29.26475 22.66218 -0.188 -0.028 0.256
H -24.47316 -26.82905 22.28013 0.103 0.146 -0.083
H -24.31375 -27.16633 20.51113 0.473 0.265 0.285
H -26.68279 -26.73305 21.16006 0.332 0.173 0.194
H -26.38798 -28.18464 20.35195 -0.001 -0.474 0.255
H -27.86973 -28.51751 22.30955 -0.038 -0.240 0.234
H -26.71138 -27.75666 23.40449 0.021 0.169 -0.081
H -27.62656 -30.17707 24.38261 -0.086 -0.393 -0.349
H -26.15301 -29.50223 24.97149 0.051 0.099 -0.212
H -26.07529 -31.13901 24.45096 -0.499 -0.185 -0.080
H -27.62425 -31.13266 21.79400 -0.064 0.233 0.809
H -25.96247 -31.68216 21.90534 -0.178 -0.062 0.039
H -26.46176 -30.45051 20.77414 0.173 0.114 0.178
H -24.13996 -31.36985 22.59938 0.393 -0.210 0.405
O -23.32760 -28.62444 28.82195 -0.021 0.055 -0.048
H -22.48068 -29.07713 28.88231 -0.054 0.018 -0.054
H -23.51697 -28.59898 27.87198 0.083 -0.182 0.024
O -23.54606 -28.94830 25.83494 -0.040 0.242 0.066
H -23.66852 -29.71184 25.25765 -0.122 0.162 0.131
H -23.83828 -28.19640 25.30790 -0.031 -0.134 -0.046
```
Positions in Å, forces in eV/Å.



# 2
Here is a structure of composition C18H43B2CsNO6PtS2 in a non-equilibrium geometry from the OMol25 dataset. Energies are from wB97M-V/def2-TZVPD.

Expectation value of S² = 2.005
Multiplicity = 3
Lowest unoccupied orbital energy (spin up / spin down) = 1.7 / 1.7 eV
Total charge = -1
HOMO-LUMO gap (spin up / spin down) = 5.17 / 5.56 eV

The geometry in XYZ format:
```
74
Properties=species:S:1:pos:R:3:forces:R:3
Cs -4.38494 1.34437 1.20114 0.291 0.397 0.328
Pt 0.50886 1.11210 0.63025 -0.239 2.230 1.855
B -1.68472 0.90095 -0.35323 0.970 -1.552 -1.179
H -0.96089 0.66698 -1.28934 0.052 -0.095 -0.673
H -1.29213 1.77738 0.31086 0.297 1.304 0.762
H -2.73875 1.07813 -0.81558 -0.888 0.640 -0.384
H -1.66016 -0.09728 0.27664 -0.566 -0.916 0.637
B -2.47124 3.93012 1.70566 0.431 0.528 0.312
H -2.44959 2.98124 2.40560 0.000 -1.068 0.796
H -1.75777 3.74008 0.78408 -0.017 -0.099 -0.514
H -3.60178 4.13624 1.42242 -1.432 0.258 -0.590
H -2.07193 4.87035 2.33899 0.113 0.441 0.269
C -0.07987 4.34343 -1.22811 0.011 0.308 -0.585
C 1.21111 3.96996 -0.51289 0.097 -0.869 0.034
C 2.00169 5.22178 -0.11323 -0.748 -0.186 0.366
O 0.97802 3.20492 0.61998 0.283 -0.447 0.085
H 0.11858 4.97396 -2.10940 0.101 -0.051 0.021
H -0.73871 4.90172 -0.56640 0.017 -0.089 0.127
H -0.62260 3.46089 -1.57467 0.018 -0.070 0.140
H 1.84571 3.37834 -1.21657 0.047 0.172 -0.213
H 1.29784 5.89895 0.38078 0.062 0.116 -0.074
H 2.43073 5.71722 -0.98644 0.215 0.033 0.108
H 2.72059 4.93736 0.65498 0.337 0.054 -0.297
C -1.21213 -0.43739 3.48996 -1.488 0.611 0.564
C -0.16531 0.65160 3.75406 0.968 -0.857 -0.758
C 1.16270 -0.03448 4.14389 -0.002 0.325 0.728
O 0.02968 1.50119 2.70335 0.011 0.327 -0.395
H -2.18080 0.03816 3.26914 0.249 0.240 -0.450
H -1.51387 -0.97219 4.40293 0.665 -0.437 -0.041
H -0.96195 -1.07936 2.64874 0.081 -0.086 0.180
H -0.44392 1.22414 4.65715 -0.351 0.064 -0.138
H 0.98482 -0.76108 4.95003 0.197 -0.159 -0.112
H 1.81754 0.74156 4.54813 0.108 -0.056 -0.071
H 1.68096 -0.48500 3.29611 -0.226 -0.067 -0.077
C 2.78967 1.12279 -4.46942 -0.477 0.237 1.470
C 3.87497 0.52818 -3.53338 -0.056 -0.073 -1.091
C 3.33522 -0.77243 -2.95491 -0.079 0.836 -0.404
S 1.64655 -0.37479 -2.48997 -0.207 0.536 -1.067
O 1.60158 0.16850 -1.15891 0.605 -0.339 -0.263
O 0.76999 -1.44046 -2.90675 0.008 -0.180 0.358
C 1.49146 0.99768 -3.65367 -0.300 0.974 0.075
H 2.67355 0.66563 -5.44945 0.417 -0.207 0.033
H 3.03974 2.17932 -4.55340 -0.205 0.017 -0.506
H 4.12403 1.23201 -2.74010 -0.008 0.085 -0.064
H 4.74011 0.36252 -4.17805 0.320 -0.161 0.478
H 3.91773 -1.09746 -2.09953 -0.211 -0.596 -0.084
H 3.18397 -1.43446 -3.80754 0.337 -0.652 0.452
H 1.37983 1.90595 -3.05467 0.017 -0.203 0.308
H 0.55512 0.92163 -4.20241 0.115 -0.388 -0.141
C 1.25124 -4.73878 2.36726 -0.485 1.068 -1.134
C -0.06888 -4.74429 1.57474 -2.039 -1.204 0.081
C -0.01488 -3.80859 0.37179 1.275 0.301 0.100
S 1.19569 -2.54482 0.87477 -0.681 0.099 -0.421
O 0.56355 -1.26130 1.04649 -0.034 -0.472 0.002
O 2.34032 -2.62799 0.00063 0.300 -0.316 0.329
C 1.47035 -3.23548 2.49701 0.345 0.368 0.522
H 2.01851 -5.15020 1.70885 0.197 -0.327 0.403
H 1.18410 -5.21752 3.33782 0.078 -0.219 -0.079
H -0.95862 -4.51236 2.17497 0.523 0.780 0.485
H -0.44814 -5.72939 1.27440 0.861 -0.207 -0.374
H -0.91857 -3.28810 0.06770 -0.151 -0.186 0.118
H 0.47233 -4.27920 -0.48174 -0.208 -0.021 -0.111
H 0.67395 -2.80373 3.10793 0.008 0.075 -0.036
H 2.40686 -2.83577 2.88488 0.156 -0.309 -0.096
N -2.89790 -1.67019 -1.34101 1.167 0.806 -0.272
C -3.30544 -2.04059 -2.57718 -0.811 -0.902 0.662
C -4.22822 -3.05465 -2.38801 0.060 0.172 -1.007
C -4.34301 -3.27893 -1.01228 0.686 -0.448 1.456
C -3.46469 -2.41506 -0.35480 -0.712 -0.343 -1.377
H -2.25225 -0.89439 -1.20447 0.055 -0.090 0.358
H -2.89963 -1.66533 -3.49921 0.047 0.379 0.163
H -4.72662 -3.54535 -3.20986 -0.101 -0.195 0.187
H -4.78506 -4.10885 -0.47999 -0.476 0.088 -0.274
H -3.18432 -2.35008 0.68249 0.001 0.273 -0.003
```
Positions in Å, forces in eV/Å.



# 3
Here is a cluster of 3 separate species, C18H43BO10P2 in total in a non-equilibrium geometry from the OMol25 dataset. Energies are from wB97M-V/def2-TZVPD.

Lowest unoccupied orbital energy = 0.4 eV
Total charge = 0
HOMO-LUMO gap = 10.03 eV

The geometry in XYZ format:
```
74
Properties=species:S:1:pos:R:3:forces:R:3
C -5.48005 -3.14156 -6.97551 0.055 0.232 0.169
O -4.46327 -2.45612 -6.26440 0.007 -0.096 -0.221
C -3.22934 -3.13965 -6.24772 0.307 -0.014 0.289
C -3.27514 -4.55542 -5.66902 0.020 0.057 0.271
C -4.19264 -4.69479 -4.43704 0.346 -0.664 -0.107
C -3.46183 -5.13295 -3.14867 -0.523 0.690 0.088
C -3.98240 -4.36415 -1.91724 0.551 -0.096 -0.563
C -3.24084 -3.03266 -1.72829 0.250 -0.483 0.519
C -3.29666 -2.52847 -0.26738 -0.548 0.022 -0.153
C -3.83764 -1.09988 -0.13582 0.584 -0.141 -0.470
B -3.05247 -0.00164 -0.95370 -0.167 0.137 -0.239
C -3.88057 1.18455 -1.55536 0.096 0.139 0.656
C -1.47499 -0.10874 -1.11226 0.070 -0.081 0.677
C -0.70428 1.07639 -0.57453 -0.033 0.676 -0.223
O -1.05554 2.23526 -0.63813 0.132 -0.544 0.087
H -6.06876 -2.39474 -7.50346 -0.095 -0.013 -0.039
H -5.07140 -3.84926 -7.69890 0.028 -0.003 -0.064
H -6.12332 -3.67572 -6.27311 -0.072 -0.131 -0.075
H -2.57030 -2.54385 -5.61448 -0.105 0.168 0.046
H -2.77033 -3.14086 -7.24353 -0.112 -0.094 -0.111
H -2.25740 -4.78682 -5.34869 0.101 -0.048 -0.164
H -3.51799 -5.30470 -6.42194 -0.147 0.096 -0.124
H -4.76108 -3.78383 -4.25706 0.103 0.151 -0.074
H -4.91483 -5.48095 -4.66168 -0.262 0.165 0.012
H -3.59331 -6.20417 -3.00606 0.128 -0.075 0.014
H -2.39468 -4.91802 -3.22363 0.092 -0.207 -0.097
H -3.79482 -4.98066 -1.03828 -0.278 0.056 0.169
H -5.04778 -4.17715 -2.05921 -0.142 -0.176 0.403
H -2.19401 -3.24901 -1.95349 0.057 0.253 -0.228
H -3.59514 -2.27818 -2.43418 -0.015 0.024 -0.048
H -3.95416 -3.19790 0.29097 0.029 -0.029 0.104
H -2.31145 -2.63166 0.18632 0.033 0.099 0.074
H -3.79098 -0.79208 0.91734 -0.191 0.098 0.032
H -4.88008 -1.07596 -0.46357 -0.131 0.005 0.253
H -4.34367 0.90029 -2.50394 0.052 -0.013 -0.088
H -3.31314 2.10578 -1.66061 0.061 -0.020 -0.310
H -4.70071 1.39183 -0.85967 -0.172 -0.004 -0.141
H -1.16217 -0.23386 -2.15476 -0.134 0.061 -0.097
H -1.10698 -0.98214 -0.56899 0.171 -0.080 -0.168
H 0.27505 0.84803 -0.10614 -0.096 -0.134 0.028
C 3.34190 0.36363 5.96224 -0.030 0.202 0.196
O 2.27887 -0.23069 5.20546 -1.406 1.424 0.384
P 1.97254 0.01639 3.66183 2.659 -3.053 -2.595
O 1.49742 -1.27953 3.15528 -0.515 0.146 0.335
O 3.48337 0.39332 3.21948 -0.139 -0.091 -0.234
C 4.39691 -0.65662 2.89644 0.203 -0.030 0.127
O 1.32700 1.14048 2.71320 -0.705 1.122 2.307
C 0.27341 2.00528 3.19840 -0.187 -0.026 -0.114
H 2.99480 0.47787 6.98659 -0.091 0.004 -0.041
H 4.18749 -0.32243 5.96020 0.013 0.027 -0.123
H 3.64108 1.33189 5.56966 0.040 -0.019 -0.056
H 3.95557 -1.63835 3.06342 -0.055 0.025 -0.033
H 5.29154 -0.54739 3.51095 -0.033 0.022 0.030
H 4.68122 -0.55697 1.84980 -0.053 -0.031 -0.019
H 0.61673 2.62313 4.02842 0.065 -0.018 -0.019
H -0.58831 1.41293 3.50871 0.003 0.008 -0.010
H -0.01609 2.65112 2.37428 0.047 -0.051 -0.061
C 7.02522 5.46197 1.65547 0.054 -0.096 -0.171
O 5.64816 5.80483 1.83558 -0.691 -0.871 -0.882
P 4.75893 5.44249 3.08915 1.096 1.331 3.135
O 3.88001 6.56127 3.42917 -0.354 -0.061 -0.583
O 5.91917 5.19403 4.18946 -0.268 0.058 0.014
C 6.34858 6.28403 5.00481 0.190 0.066 0.037
O 4.08195 4.02875 3.30079 0.326 -0.411 -1.823
C 3.61626 3.27430 2.15267 -0.232 0.005 0.087
H 7.19390 5.32423 0.58964 -0.090 -0.015 -0.006
H 7.63652 6.29684 1.99456 -0.012 -0.038 0.112
H 7.29757 4.55504 2.18817 -0.015 0.011 0.078
H 5.86156 7.21672 4.72258 -0.055 -0.041 0.010
H 7.42996 6.39388 4.90644 -0.017 -0.028 -0.046
H 6.11871 6.05435 6.04433 -0.056 0.018 -0.008
H 4.44820 3.01877 1.49482 0.026 0.050 0.032
H 2.86875 3.84430 1.59772 0.034 0.028 0.016
H 3.17502 2.35825 2.53546 0.196 0.353 -0.165
```
Positions in Å, forces in eV/Å.



no.,molecular weight (g/mol),calculated total energy (Ha)
1,350.544,-1121.41817
2,783.284,-2203.11007
3,492.292,-2171.66652